No. 1
Entry from the OMol25 dataset: a structure of composition C53H45F3N2P2SSbV (wB97M-V/def2-TZVPD).

```
108
Properties=species:S:1:pos:R:3:mulliken_spin:R:1
V 0.79614 0.38249 0.87724 1.20
C -7.53863 -0.71729 0.39048 0.00
S -6.53234 0.42100 1.36851 0.00
C -5.52016 -0.75577 2.33424 0.00
C -4.04931 -0.35912 2.30434 0.00
C -3.48558 -0.45203 0.88785 0.00
N -2.04307 -0.12307 0.77255 0.01
P -0.82152 -1.31684 0.85858 -0.04
C -1.02743 -2.28392 2.35529 -0.08
C -0.36008 -1.84089 3.50199 0.03
C -0.55605 -2.49041 4.70792 0.00
C -1.40987 -3.58518 4.76774 0.00
C -2.06520 -4.03298 3.62599 0.00
C -1.87748 -3.38842 2.41455 0.00
C -1.05025 -2.39604 -0.55628 0.02
C -1.70304 -1.94247 -1.70282 0.00
C -1.82936 -2.78740 -2.79286 0.00
C -1.28302 -4.06531 -2.75277 0.00
C -0.60904 -4.50716 -1.62067 0.00
C -0.48548 -3.67507 -0.52153 0.00
P -1.30538 1.41269 0.85581 0.04
C -2.09628 2.44977 2.07435 -0.02
C -2.96449 3.47772 1.71105 0.00
C -3.55723 4.23464 2.70862 0.00
C -3.26331 3.98734 4.04345 0.00
C -2.37588 2.97608 4.40095 0.00
C -1.78450 2.20695 3.41815 0.00
C -1.40066 2.19146 -0.76679 -0.02
C -2.43230 1.97450 -1.67759 0.00
C -2.40854 2.62600 -2.90154 0.00
C -1.35833 3.47878 -3.22252 0.00
C -0.32808 3.69871 -2.31787 0.00
C -0.34653 3.05860 -1.08935 0.01
H -8.21612 -0.11371 -0.20782 0.00
H -8.11815 -1.36375 1.04520 0.00
H -6.90689 -1.31396 -0.26601 0.00
H -5.67599 -1.75719 1.92986 0.00
H -5.88190 -0.73674 3.36055 0.00
H -3.48096 -1.00984 2.97443 0.00
H -3.95317 0.66210 2.67257 0.00
H -4.05506 0.21536 0.24113 0.00
H -3.60448 -1.47170 0.51067 0.00
H 0.30255 -0.97887 3.44658 0.01
H -0.04595 -2.15426 5.60088 0.00
H -1.56213 -4.09456 5.70988 0.00
H -2.71978 -4.89247 3.68119 0.00
H -2.39095 -3.73630 1.52674 0.00
H -2.12953 -0.94478 -1.72467 0.00
H -2.36351 -2.46086 -3.67586 0.00
H -1.38750 -4.71961 -3.60811 0.00
H -0.19366 -5.50580 -1.59287 0.00
H 0.03599 -4.01519 0.36485 0.00
H -3.17780 3.67412 0.66781 0.00
H -4.24600 5.02550 2.44421 0.00
H -3.71894 4.59407 4.81454 0.00
H -2.14916 2.79671 5.44338 0.00
H -1.09289 1.40963 3.67493 0.01
H -3.25809 1.31973 -1.42886 0.00
H -3.22150 2.48227 -3.60086 0.00
H -1.35360 3.99200 -4.17510 0.00
H 0.47135 4.38505 -2.56643 0.00
H 0.42126 3.27220 -0.34638 0.00
N 7.23503 2.06029 3.38355 0.00
C 6.14130 1.78527 3.16510 0.00
C 4.79259 1.42174 2.85355 0.00
C 4.38769 0.09042 3.00723 -0.01
C 3.10978 -0.28413 2.63259 0.06
C 2.25537 0.68138 2.10120 -0.08
C 2.63199 2.02346 2.00643 0.02
C 3.90906 2.39668 2.37999 -0.01
H 5.07533 -0.63926 3.41347 0.00
H 2.79994 -1.31581 2.75912 -0.01
H 1.93778 2.79023 1.66091 0.00
H 4.22708 3.42817 2.30949 0.00
F 0.93445 0.87802 -7.59564 0.00
C 1.09130 0.76910 -6.28758 0.00
C 0.07432 0.19628 -5.53762 0.00
C 0.23531 0.08598 -4.16772 0.01
C 1.40542 0.55181 -3.57796 -0.01
C 2.42245 1.11915 -4.33908 0.00
C 2.26604 1.22575 -5.71066 0.00
Sb 1.81948 0.16911 -1.52958 -0.13
C 2.55384 -1.82269 -1.60141 -0.03
C 2.61910 -2.58121 -0.43495 0.03
C 3.14749 -3.85921 -0.46477 0.01
C 3.59154 -4.36094 -1.67874 0.00
F 4.08794 -5.58729 -1.71195 0.00
C 3.52640 -3.62668 -2.85282 0.00
C 3.00639 -2.34387 -2.80970 0.00
C 3.57306 1.31711 -1.19747 -0.02
C 3.55424 2.69219 -1.43248 0.01
C 4.69508 3.44598 -1.21861 0.00
C 5.83996 2.80703 -0.76108 0.00
F 6.93121 3.52320 -0.55591 0.00
C 5.87460 1.44242 -0.51567 0.00
C 4.72886 0.69486 -0.73284 0.00
H -0.81576 -0.16363 -6.03646 0.00
H -0.54415 -0.36571 -3.57065 0.00
H 3.33680 1.46890 -3.87846 0.00
H 3.04595 1.64318 -6.33346 0.00
H 2.25987 -2.17781 0.50988 0.02
H 3.22523 -4.47233 0.42377 0.00
H 3.87829 -4.06491 -3.77725 0.00
H 2.95945 -1.75072 -3.71469 0.00
H 2.65729 3.17246 -1.80713 0.00
H 4.71915 4.51066 -1.41105 0.00
H 6.79370 0.98510 -0.17158 0.00
H 4.74758 -0.37626 -0.56486 0.00
```

Summary:
energy relative to the best compared isomer or geometry (same formula, charge and spin)	0.0	kJ/mol
net charge	+3
spin multiplicity	2
HOMO level (spin up / spin down)	-14.472 / -14.472	eV
orbital gap (spin up / spin down)	3.80 / 4.43	eV



No. 2
Entry from the OMol25 dataset: a structure of composition C53H45HfN4O3P3S (wB97M-V/def2-TZVPD).

```
110
Properties=species:S:1:pos:R:3:mulliken_charge:R:1
Hf -0.70116 0.21212 0.47785 1.30
S -4.78355 -1.56389 1.70801 -0.17
C -4.96432 0.10689 1.98687 -0.74
C -3.83945 0.83387 1.69152 -1.09
C -2.76248 0.04745 1.21554 1.66
C -3.13761 -1.28856 1.17022 0.56
C -2.30659 -2.33526 0.65172 0.67
C -2.68565 -3.68325 0.71890 -1.27
C -1.90776 -4.64012 0.11045 -0.97
C -0.77054 -4.23416 -0.58993 -1.23
C -0.44377 -2.89686 -0.59885 0.03
N -1.15184 -1.95003 0.03877 0.87
H -5.90577 0.46857 2.35404 0.54
H -3.79637 1.90333 1.82857 0.53
H -3.59254 -3.95044 1.23943 0.59
H -2.18158 -5.68201 0.15775 0.50
H -0.16082 -4.93989 -1.12851 0.57
H 0.41315 -2.53855 -1.15719 0.29
O 0.10290 3.50036 2.68273 -0.61
C -0.30738 2.41069 2.38699 0.14
O -0.34577 1.96890 1.15078 -0.41
C -0.80298 1.43108 3.46075 -1.34
P -0.04093 -0.24193 3.19554 1.42
C 1.67029 0.01967 3.79450 0.76
C 2.16130 1.26192 4.18354 -0.89
C 3.44991 1.37123 4.67887 -0.88
C 4.26001 0.25370 4.78753 -0.75
C 3.79210 -0.98229 4.36696 -0.89
C 2.50589 -1.09779 3.87138 -0.36
C -0.79523 -1.14309 4.61141 0.87
C -0.07138 -1.61454 5.70139 -0.73
C -0.72459 -2.27539 6.72750 -0.80
C -2.09455 -2.46908 6.67980 -0.68
C -2.82158 -2.00261 5.59663 -0.91
C -2.17239 -1.35234 4.56529 0.07
H -1.88883 1.31471 3.37678 0.74
H -0.58020 1.82178 4.45928 0.69
H 1.55449 2.14917 4.11834 0.35
H 3.80858 2.33583 5.00226 0.49
H 5.24562 0.34292 5.21687 0.47
H 4.41946 -1.85898 4.44564 0.51
H 2.13309 -2.07114 3.57657 0.55
H 0.99468 -1.45883 5.76409 0.43
H -0.15518 -2.63567 7.57006 0.46
H -2.59252 -2.98100 7.48592 0.41
H -3.89128 -2.14184 5.55340 0.49
H -2.73686 -0.98602 3.72059 0.10
N -0.84858 1.47084 -2.57569 0.61
P 0.60251 1.34474 -1.68776 -0.06
C 1.72804 0.62133 -2.94021 0.50
C 1.92768 1.29043 -4.14604 -0.60
C 2.72479 0.72330 -5.12432 -0.93
C 3.34786 -0.49637 -4.90176 -0.68
C 3.15118 -1.16458 -3.70575 -1.29
C 2.33257 -0.61355 -2.73589 0.36
C 1.13955 3.09161 -1.65741 0.67
C 0.19954 4.09243 -1.42159 -0.69
C 0.58888 5.41973 -1.42276 -0.81
C 1.91518 5.75885 -1.64028 -0.69
C 2.86074 4.76255 -1.82016 -0.81
C 2.48042 3.43318 -1.81789 -0.48
P -2.23756 0.67194 -1.98906 0.02
C -3.54376 1.52101 -2.95518 1.08
C -3.31947 2.74282 -3.58335 -0.34
C -4.33098 3.32786 -4.32739 -0.83
C -5.57236 2.72204 -4.42996 -0.57
C -5.80523 1.51855 -3.78367 -0.81
C -4.80025 0.92400 -3.04307 -0.70
C -2.21456 -0.93710 -2.87517 1.55
C -3.06234 -1.94048 -2.41325 -0.50
C -3.08407 -3.17789 -3.02746 -0.92
C -2.25333 -3.42483 -4.10849 -0.83
C -1.41862 -2.42523 -4.58100 -0.78
C -1.39444 -1.18400 -3.96991 -0.61
H -0.80034 1.70325 -3.56552 0.62
H 1.47551 2.26159 -4.30854 0.49
H 2.86173 1.23507 -6.06431 0.48
H 3.98325 -0.92400 -5.66117 0.47
H 3.63324 -2.11168 -3.52620 0.54
H 2.17129 -1.14477 -1.80881 0.37
H -0.83524 3.82805 -1.24617 0.36
H -0.14268 6.19334 -1.25421 0.50
H 2.21095 6.79578 -1.66320 0.43
H 3.89610 5.02416 -1.96991 0.47
H 3.21866 2.65742 -1.96863 0.47
H -2.36608 3.24396 -3.49550 0.35
H -4.14343 4.25669 -4.84305 0.44
H -6.35802 3.18578 -5.00605 0.42
H -6.76594 1.03368 -3.87024 0.44
H -4.98740 -0.01146 -2.53562 0.34
H -3.70886 -1.74405 -1.56802 0.39
H -3.75123 -3.94563 -2.66508 0.54
H -2.26981 -4.38478 -4.59883 0.45
H -0.78113 -2.60985 -5.43101 0.51
H -0.74343 -0.41112 -4.35758 0.34
N 6.80707 -0.45880 0.83712 -0.31
C 5.88903 -1.26595 0.27830 -0.26
O 6.13389 -2.21693 -0.42531 -0.59
C 4.44571 -0.90651 0.55089 0.72
C 3.93897 0.39020 0.52775 -1.77
C 2.56885 0.57771 0.58748 -0.25
N 1.68949 -0.42723 0.70002 1.40
C 2.19407 -1.66305 0.81744 -0.95
C 3.54022 -1.95047 0.71356 -1.52
H 7.78154 -0.68089 0.69702 0.26
H 6.57508 0.26056 1.50005 0.19
H 4.59062 1.24398 0.43036 0.64
H 2.15611 1.58137 0.54335 0.60
H 1.48076 -2.46013 0.98265 0.65
H 3.90002 -2.96710 0.74492 0.62
```

Summary:
energy relative to the best compared isomer or geometry (same formula, charge and spin)	65.5	kJ/mol
net charge	+2
spin multiplicity	1
HOMO level	-13.219	eV
orbital gap	7.52	eV



Question: Which formula does entry 1 have?
Answer: C53H45F3N2P2SSbV